Entry from OMol25: a 13-piece molecular cluster, C52H94O23 overall in a non-equilibrium geometry (ωB97M-V/def2-TZVPD).

Structure (XYZ):
```
169
Properties=species:S:1:pos:R:3
C -26.566 -35.412 -18.468
C -26.638 -33.990 -18.168
C -25.249 -33.617 -17.680
O -24.399 -34.615 -18.306
C -25.108 -35.847 -18.425
H -26.877 -35.745 -19.458
H -27.174 -35.966 -17.754
H -27.437 -33.708 -17.482
H -26.751 -33.400 -19.077
H -25.225 -33.715 -16.594
H -25.053 -32.548 -17.760
H -25.122 -36.488 -17.543
H -24.774 -36.530 -19.206
C -33.715 -24.457 -12.977
C -35.199 -24.639 -12.814
C -35.594 -23.193 -12.497
O -34.410 -22.540 -11.924
C -33.320 -23.519 -11.857
H -33.479 -24.124 -13.988
H -33.118 -25.344 -12.763
H -35.426 -25.166 -11.887
H -35.848 -25.011 -13.607
H -36.413 -23.188 -11.779
H -35.860 -22.738 -13.451
H -33.137 -23.937 -10.867
H -32.470 -22.896 -12.136
C -19.476 -29.947 -16.248
C -20.661 -30.136 -15.239
C -20.441 -31.453 -14.620
O -18.960 -31.476 -14.605
C -18.384 -30.910 -15.800
H -19.070 -28.939 -16.330
H -19.904 -30.193 -17.220
H -21.620 -29.811 -15.642
H -20.456 -29.438 -14.428
H -20.841 -32.315 -15.153
H -20.919 -31.444 -13.640
H -17.986 -31.539 -16.596
H -17.576 -30.254 -15.475
C -26.496 -24.738 -7.271
C -25.089 -24.916 -7.609
C -24.532 -25.910 -6.597
O -25.631 -26.103 -5.796
C -26.812 -25.999 -6.569
H -27.266 -24.434 -7.979
H -26.586 -23.982 -6.491
H -24.610 -23.940 -7.534
H -24.877 -25.010 -8.674
H -23.640 -25.546 -6.087
H -24.307 -26.842 -7.115
H -27.726 -25.775 -6.019
H -26.933 -26.856 -7.231
C -20.884 -23.104 -11.649
C -20.306 -21.676 -11.664
C -21.446 -20.710 -12.052
O -22.146 -21.578 -12.878
C -22.094 -22.933 -12.495
H -21.171 -23.246 -10.607
H -20.242 -23.855 -12.110
H -19.494 -21.587 -12.387
H -19.916 -21.535 -10.656
H -21.152 -19.789 -12.556
H -22.146 -20.325 -11.310
H -22.158 -23.458 -13.448
H -22.967 -23.331 -11.978
C -23.488 -24.882 -18.565
C -24.942 -24.457 -18.505
C -25.078 -24.394 -17.004
O -24.379 -25.521 -16.527
C -23.316 -25.958 -17.440
H -22.769 -24.072 -18.446
H -23.336 -25.402 -19.511
H -25.622 -25.181 -18.955
H -25.198 -23.564 -19.075
H -26.110 -24.481 -16.665
H -24.586 -23.510 -16.598
H -23.556 -26.884 -17.962
H -22.320 -25.733 -17.060
C -34.168 -33.122 -15.507
C -32.862 -32.433 -15.343
C -33.282 -30.963 -15.456
O -34.693 -30.957 -15.937
C -34.963 -32.228 -16.402
H -34.720 -33.114 -14.567
H -34.076 -34.148 -15.864
H -32.047 -32.617 -16.044
H -32.436 -32.511 -14.343
H -32.672 -30.483 -16.222
H -33.190 -30.421 -14.515
H -34.657 -32.270 -17.447
H -36.020 -32.435 -16.234
C -32.272 -25.909 -18.332
C -33.706 -26.175 -18.547
C -34.107 -25.656 -19.868
O -32.833 -25.349 -20.543
C -31.900 -25.117 -19.459
H -31.810 -26.896 -18.325
H -31.993 -25.442 -17.387
H -34.263 -25.541 -17.857
H -33.932 -27.199 -18.250
H -34.650 -24.718 -19.753
H -34.653 -26.378 -20.477
H -31.948 -24.089 -19.099
H -31.060 -25.483 -20.049
C -28.061 -26.646 -12.881
C -28.553 -27.921 -13.602
C -27.462 -28.791 -14.160
O -27.225 -29.622 -13.038
C -28.316 -29.578 -12.197
O -28.455 -30.408 -11.320
O -29.157 -28.735 -12.547
H -27.811 -26.893 -11.850
H -28.945 -26.014 -12.795
H -27.227 -26.201 -13.423
H -29.265 -27.927 -14.428
H -26.537 -28.246 -14.350
H -27.780 -29.316 -15.061
C -33.939 -31.689 -7.575
C -32.929 -30.855 -8.370
C -33.569 -29.994 -9.331
O -33.231 -28.666 -9.010
C -32.448 -28.668 -7.990
O -31.819 -27.764 -7.482
O -32.499 -29.895 -7.411
H -34.380 -32.406 -8.268
H -34.733 -31.162 -7.047
H -33.445 -32.049 -6.673
H -32.039 -31.325 -8.789
H -34.628 -30.180 -9.153
H -33.254 -30.173 -10.359
C -25.789 -31.687 -4.565
C -27.327 -31.451 -4.445
C -28.190 -31.970 -5.650
O -29.315 -32.531 -4.980
C -28.921 -32.864 -3.721
O -29.562 -33.470 -2.870
O -27.759 -32.354 -3.442
H -25.578 -32.740 -4.379
H -25.279 -31.335 -3.668
H -25.163 -31.408 -5.413
H -27.575 -30.409 -4.247
H -27.672 -32.654 -6.322
H -28.486 -31.074 -6.196
C -31.833 -29.669 -23.833
C -32.037 -30.169 -22.386
C -31.484 -31.572 -22.099
O -30.780 -31.424 -20.976
C -30.572 -30.160 -20.665
O -29.796 -29.748 -19.776
O -31.279 -29.383 -21.426
H -30.811 -29.888 -24.145
H -32.137 -28.634 -23.990
H -32.509 -30.285 -24.425
H -33.085 -29.972 -22.164
H -30.994 -32.071 -22.935
H -32.237 -32.346 -21.953
C -26.371 -36.312 -12.916
C -27.305 -35.412 -11.936
C -28.572 -36.167 -11.572
O -28.247 -36.683 -10.302
C -27.235 -36.132 -9.786
O -26.827 -36.277 -8.610
O -26.715 -35.298 -10.667
H -26.979 -37.015 -13.486
H -25.682 -36.823 -12.243
H -25.655 -35.644 -13.394
H -27.389 -34.369 -12.241
H -28.600 -37.031 -12.235
H -29.522 -35.641 -11.473
```

Calculated values
energy relative to the best compared isomer or geometry (same formula, charge and spin) = 6.206 eV
gap between HOMO and LUMO = 9.2 eV
HOMO energy = -9.521 eV
LUMO = -0.3 eV